# 1
Entry from the OMol25 dataset: CH3Br3N as an isolated structure (wB97M-V/def2-TZVPD).

CARTESIAN COORDINATES (ANGSTROEM)
C1 -0.7167 -0.6696 0.7024
N1 0.6611 0.6677 -0.7053
Br1 -1.2879 0.7507 1.7336
Br2 0.5945 -1.6836 1.4740
Br3 -1.9285 -1.4900 -0.5571
H1 0.2546 1.1083 -1.4708
H2 1.2193 1.3561 -0.1278
H3 1.2036 -0.0396 -1.0491

Values from the calculation:
**E_tot**: -7816.3514 Ha
**Charge**: +1
**Energy relative to the best compared isomer or geometry (same formula, charge and spin)**: 1.263 eV
**Strongest force on any atom**: 0.07533 Eh/bohr

=====

# 2
Entry from the OMol25 dataset: a 2-piece molecular cluster, CH3BrCl2OSi overall (wB97M-V/def2-TZVPD).

CARTESIAN COORDINATES (ANGSTROEM)
C1 1.2413 0.5446 -0.0231
O1 -0.2315 0.8210 0.0181
Si1 -1.4958 -0.0497 0.1359
Cl1 1.0231 -2.4793 -1.1229
Cl2 -1.7120 -1.5964 1.2672
Br1 -3.0390 1.2745 -0.3755
H1 1.3327 -0.1778 -0.8448
H2 1.3521 0.0469 0.9655
H3 1.5291 1.6163 -0.0204

Values from the calculation:
**E_tot**: -3899.0591 Ha
**Energy relative to the best compared isomer or geometry (same formula, charge and spin)**: 4.090 eV
**Strongest force on any atom**: 0.04970 Eh/bohr

=====

# 3
Entry from the OMol25 dataset: a 2-piece molecular cluster, CH3BrF2Si overall (wB97M-V/def2-TZVPD).

CARTESIAN COORDINATES (ANGSTROEM)
C1 -0.5854 0.5995 -1.3296
F1 -1.4230 0.0393 -0.4481
F2 0.3016 -0.2877 -1.6331
Si1 1.5362 -1.5372 2.6450
Br1 1.4999 0.4574 1.5390
H1 -1.1169 0.8136 -2.3339
H2 -0.0476 -1.6602 2.3265
H3 -0.1647 1.5752 -0.7657

Values from the calculation:
**E_tot**: -3103.0889 Ha
**Energy relative to the best compared isomer or geometry (same formula, charge and spin)**: 1.365 eV
**Strongest force on any atom**: 0.08230 Eh/bohr

=====

# 4
Entry from the OMol25 dataset: a 2-piece molecular cluster, CH3BrN2S overall (wB97M-V/def2-TZVPD).

CARTESIAN COORDINATES (ANGSTROEM)
C1 0.9038 0.3975 -0.6281
N1 0.4539 -0.8128 -0.5678
N2 -0.6293 1.5516 0.8289
S1 1.8951 1.4834 -1.1269
Br1 -1.3064 0.2901 2.0380
H1 -0.4359 -0.9315 -0.0148
H2 0.8883 -1.3901 -1.1576
H3 -0.3571 2.3629 1.3836

Values from the calculation:
**E_tot**: -3121.4682 Ha
**Energy relative to the best compared isomer or geometry (same formula, charge and spin)**: 3.153 eV
**Strongest force on any atom**: 0.11191 Eh/bohr